1.
C26H34FN2O4P in the gas phase. Source: the Open Molecules 2025 dataset; level of theory: the ωB97M-V functional and the def2-TZVPD basis.

```
68
Properties=species:S:1:pos:R:3:forces:R:3
C -2.4479 0.6218 1.3999 -0.1 -0.1 -0.4
C -2.6652 -0.8182 0.9086 -0.5 0.3 0.0
C -2.4083 -1.0203 -0.5959 0.2 -0.4 0.3
C -1.0393 -0.5729 -1.0532 -0.1 0.0 -0.2
C 0.1011 -1.1637 -0.4958 0.1 0.0 0.3
C 1.3712 -0.7117 -0.8385 0.2 0.0 -0.1
C 1.5296 0.3032 -1.7585 -0.1 0.0 -0.1
C 0.4122 0.8874 -2.3401 0.2 0.0 -0.1
N 0.6071 1.9409 -3.2826 -0.1 -0.1 0.2
C 0.5204 3.2801 -2.6867 0.0 0.3 0.1
C 1.7055 3.6673 -1.7898 0.0 -0.3 0.0
C -0.8825 0.4367 -2.0225 -0.1 0.1 0.2
C -2.0504 1.0252 -2.8045 -0.2 -0.1 -0.1
C -2.8826 -0.0540 -3.5417 -0.2 0.2 0.1
C -2.9564 1.9982 -2.0195 0.3 0.2 -0.4
C -3.6824 2.9797 -2.9519 0.1 -0.2 0.0
C -2.8159 4.0996 -3.5160 -0.2 0.1 -0.2
C 2.5769 -1.3040 -0.2036 0.0 -0.1 0.1
O 3.6348 -1.3890 -0.7948 -0.1 0.1 0.0
C 2.3868 -1.7897 1.1986 0.1 0.1 0.0
C 3.4054 -1.7198 2.1520 0.1 0.1 -0.1
P 5.0618 -0.9234 1.9894 0.1 -0.5 0.1
O 5.7472 -1.8681 0.8768 0.4 0.2 0.0
O 4.6919 0.4041 1.0853 -0.2 0.2 0.1
C 3.1523 -2.2750 3.4011 -0.2 0.1 -0.2
C 1.9497 -2.8896 3.7074 0.0 0.0 0.2
C 1.8097 -3.5225 5.0727 0.2 -0.1 -0.1
C 1.9810 -2.5626 6.2313 -0.1 -0.4 0.3
F 2.8225 -4.4966 5.1857 -0.1 0.1 0.0
C 0.9203 -2.9303 2.7593 -0.3 -0.3 -0.1
N -0.2811 -3.5764 3.0634 -0.1 0.6 0.2
C 1.1414 -2.3504 1.4925 0.1 0.0 0.0
C 0.0741 -2.3306 0.4430 0.0 -0.1 -0.1
O -0.7393 -3.2317 0.3499 0.0 0.3 0.1
H -2.6220 1.3132 0.5727 0.1 0.0 0.1
H -3.1769 0.8805 2.1681 0.2 0.0 0.2
H -1.4361 0.7894 1.7676 0.0 0.0 0.0
H -2.1056 -1.5297 1.5120 0.1 0.0 0.0
H -3.7202 -1.0633 1.0651 0.1 -0.1 0.0
H -2.5134 -2.0860 -0.8103 -0.1 0.1 -0.1
H -3.1937 -0.4998 -1.1286 0.1 0.1 -0.1
H 2.5232 0.6516 -2.0130 0.0 -0.1 0.0
H 1.5222 1.8256 -3.7008 0.0 0.1 -0.1
H 0.4114 4.0059 -3.4946 0.0 -0.1 0.0
H -0.3971 3.3297 -2.0986 0.0 0.0 -0.1
H 2.6135 3.1593 -2.1247 0.0 0.2 0.0
H 1.5370 3.3563 -0.7578 0.0 0.0 0.0
H 1.8901 4.7406 -1.8039 -0.1 0.0 0.0
H -1.5915 1.6205 -3.5939 0.1 0.0 0.1
H -3.8346 -0.2439 -3.0394 0.0 0.0 0.0
H -2.3577 -1.0054 -3.6122 0.1 0.0 -0.1
H -3.1440 0.2988 -4.5400 0.1 -0.1 -0.1
H -3.7152 1.4492 -1.4601 0.1 0.0 0.2
H -2.3182 2.5619 -1.3310 -0.3 0.0 0.2
H -4.5248 3.4221 -2.4163 -0.1 0.0 0.0
H -4.0925 2.4061 -3.7886 -0.1 0.0 0.1
H -1.9049 3.7328 -3.9904 0.0 -0.1 0.1
H -3.3745 4.6329 -4.2894 0.0 0.0 0.0
H -2.5413 4.8360 -2.7581 0.1 -0.1 0.1
H 5.2685 -1.8314 0.0307 -0.3 -0.1 0.0
H 4.8058 1.1923 1.6255 0.1 0.0 -0.1
H 3.9194 -2.2340 4.1668 0.1 0.0 -0.1
H 0.8742 -4.0731 5.1635 0.0 0.0 0.0
H 2.9173 -2.0131 6.1577 -0.1 0.1 -0.1
H 2.0189 -3.1484 7.1525 0.0 0.0 0.0
H 1.1326 -1.8819 6.3100 0.1 0.1 -0.1
H -0.5897 -3.4003 4.0088 0.1 -0.2 0.0
H -1.0313 -3.3386 2.4292 0.1 -0.3 -0.2
```
Positions in Å, forces in eV/Å.

Its total energy is -50692.445 eV. The SMILES is CCCc1c2c(cc(NCC)c1[C@@H](C)CCC)C(=O)c1c(P(O)O)cc([C@H](C)F)c(N)c1C2=O. For the gap between HOMO and LUMO, the calculation gives 7.89 eV.

Mulliken atomic charge list, values in e, 5 entries:
1. C -0.90
2. C -0.10
3. C -0.78
4. C 0.64
5. C 0.29

=====

2.
2 unconnected molecules or ions with the total composition C7H10INO2 in a non-equilibrium geometry. Source: the Open Molecules 2025 dataset; level of theory: the ωB97M-V functional and the def2-TZVPD basis.

```
21
Properties=species:S:1:pos:R:3:forces:R:3
C -0.0176 -2.9653 -1.4417 0.0 0.0 0.0
C 0.7018 -2.1760 -0.4121 0.1 0.2 0.2
N 0.3055 -1.0145 -0.0779 0.1 -0.2 -0.7
C 0.8544 -0.2400 0.9137 0.0 1.0 0.5
O 1.6567 -0.7915 1.8796 0.1 -0.3 -0.1
C 0.5974 1.0865 0.9993 0.4 -1.1 0.0
C -0.0521 1.9653 0.0566 -0.1 0.4 0.5
C -0.5451 3.2994 0.5849 -0.2 -0.2 -0.1
C -0.2103 1.7395 -1.2232 0.1 -0.5 -0.8
O -0.3288 1.5906 -2.3706 0.0 0.1 0.4
H -0.6773 -2.3305 -2.0232 -0.1 0.1 0.0
H -0.6141 -3.7350 -0.9491 0.0 -0.1 0.0
H 0.6913 -3.4618 -2.0996 0.0 -0.1 -0.1
H 1.5816 -2.6599 0.0299 0.0 0.1 0.1
H 1.6176 -1.7557 1.8381 -0.1 0.2 0.1
H 0.9769 1.5800 1.8804 0.1 0.1 0.1
H -0.7016 4.0057 -0.2255 0.0 0.2 0.0
H -1.4828 3.1673 1.1229 -0.1 0.1 0.0
H 0.1905 3.7014 1.2766 0.1 0.1 0.0
I -3.0450 -0.3758 0.2655 -1.0 0.1 0.2
H -1.4990 -0.6298 -0.0247 0.7 -0.1 -0.2
```
Positions in Å, forces in eV/Å.

Its total energy is -21105.003 eV. The SMILES is C/C=N/C(O)=C\C(C)=C=O.I. The value obtained for the energy relative to the best compared isomer or geometry (same formula, charge and spin) is 15.26 kcal per mole. For the gap between HOMO and LUMO (alpha / beta), the calculation gives 7.74 / 7.74 eV.

Mulliken atomic charge list, values in e, 5 entries:
1. C -1.24
2. C 0.03
3. N -0.26
4. C -0.03
5. O -0.49

=====

3.
2 unconnected molecules or ions with the total composition C16H17N in a non-equilibrium geometry. Source: the Open Molecules 2025 dataset; level of theory: the ωB97M-V functional and the def2-TZVPD basis.

```
34
Properties=species:S:1:pos:R:3:forces:R:3
C -0.5543 2.4375 -0.0090 0.5 0.9 2.4
C -1.4580 1.4668 0.6810 1.0 -0.4 -0.5
C -2.7708 1.1907 0.5486 -0.2 -0.1 -0.2
N -3.1318 0.1159 1.3581 -0.1 0.8 -0.2
C -2.0062 -0.2687 2.0532 -0.4 -0.7 0.0
C -1.8762 -1.3915 2.8713 -0.1 0.2 0.7
C -0.6092 -1.7513 3.2717 0.3 0.1 -0.8
C 0.4993 -0.9642 2.8821 -0.4 -0.7 0.7
C 0.3429 0.1643 2.1176 0.3 -0.1 -0.2
C -0.9193 0.5076 1.6272 -0.7 -0.1 0.3
H -0.8801 3.0154 -0.8633 -0.1 -0.3 -0.2
H 0.4663 2.0731 -0.0323 0.0 -0.7 -1.1
H -0.3220 3.1487 0.8122 -0.5 0.5 -0.4
H -3.4579 1.5824 -0.1816 -0.2 0.2 0.2
H -4.0853 -0.0178 1.6548 0.2 -0.2 0.0
H -2.7445 -1.8968 3.2851 0.0 -0.2 -0.5
H -0.4321 -2.7307 3.7000 -0.1 0.3 0.5
H 1.4622 -1.3048 3.2482 0.1 0.3 -0.3
H 1.2343 0.6898 1.8450 0.3 0.5 -0.2
C 3.0830 0.7253 -2.9785 0.3 -0.4 -0.2
C 1.9261 0.0178 -2.3201 0.3 0.1 -0.7
C 0.6031 0.2714 -2.6654 -0.3 -0.1 0.8
C -0.4281 -0.4239 -2.0398 -0.6 0.3 -0.4
C -0.1733 -1.5209 -1.2342 1.2 -0.3 -0.1
C 1.1566 -1.7571 -0.8945 0.4 -0.2 -0.5
C 2.2003 -0.9804 -1.3878 -0.7 0.3 0.3
H 2.8253 1.5524 -3.6259 -0.4 0.4 0.2
H 3.6365 0.0614 -3.6529 -0.1 -0.2 0.3
H 3.7758 1.0443 -2.2061 0.2 0.3 0.0
H 0.2892 1.0384 -3.3651 0.5 0.1 0.0
H -1.4261 -0.0243 -2.2161 0.0 -0.6 -0.1
H -0.8424 -2.3180 -0.9512 -0.7 0.6 0.2
H 1.4133 -2.6436 -0.3371 -0.1 0.0 0.4
H 3.2033 -1.1091 -0.9953 0.1 -0.2 -0.3
```
Positions in Å, forces in eV/Å.

Its total energy is -18357.513 eV. The SMILES is Cc1c[nH]c2ccccc12.Cc1ccccc1. The value obtained for the energy relative to the best compared isomer or geometry (same formula, charge and spin) is 19.12 kcal per mole. For the gap between HOMO and LUMO, the calculation gives 8.73 eV.

Mulliken atomic charge list, values in e, 5 entries:
1. C -1.51
2. C 0.42
3. C -0.70
4. N -0.09
5. C -0.27